--- A ---
Molecular formula: C4H11NO
Method: DFT, ωB97M-V/def2-TZVPD

Structure (XYZ):
```
17
C4H11NO | the Open Molecules 2025 dataset | ωB97M-V/def2-TZVPD
O 3.337 -2.299 -0.219
N 0.207 2.092 -1.235
C -0.916 -0.679 -0.722
C -0.951 -0.038 1.725
C -0.220 1.598 0.010
C -0.662 0.380 0.301
H 2.846 -1.630 -0.720
H -0.523 -0.426 -1.699
H -1.969 -0.962 -0.774
H -1.142 0.837 2.348
H -1.851 -0.651 1.753
H 2.637 -2.854 0.165
H -0.078 2.301 0.815
H -0.106 -0.622 2.097
H -0.125 1.520 -2.005
H -0.402 -1.622 -0.463
H -0.084 3.055 -1.378
```

Net charge = -1
E_HOMO (spin up / spin down) = 1.1166 / -4.5030 eV
HOMO-LUMO gap (spin up / spin down) = 3.03 / 8.49 eV
Lowest unoccupied orbital energy (spin up / spin down) = 4.1 / 4.0 eV
Multiplicity = 2

Charges per atom according to natural (NBO) partitioning, unit e:
1. O -1.062
2. N -0.848
3. C -1.031
4. C -0.684
5. C -0.098
6. C -0.141
7. H 0.442
8. H 0.182
9. H 0.197
10. H 0.191
11. H 0.197
12. H 0.402
13. H 0.167
14. H 0.205
15. H 0.362
16. H 0.169
17. H 0.347

--- B ---
Molecular formula: C4H11NO
Method: DFT, ωB97M-V/def2-TZVPD

Structure (XYZ):
```
17
C4H11NO | the Open Molecules 2025 dataset | ωB97M-V/def2-TZVPD
O -1.698 -1.397 -1.711
N 0.937 -1.693 0.828
C 0.279 1.032 1.426
C 0.553 -0.780 -0.182
C 0.000 1.454 -1.018
C 0.201 0.511 0.074
H -1.221 -1.961 -1.082
H 0.750 -1.130 -1.199
H 0.601 2.375 -0.795
H 0.676 -1.478 1.775
H 0.462 1.137 -1.979
H -2.049 -0.625 -1.295
H 1.325 1.086 1.666
H -0.301 2.055 1.602
H -0.150 0.230 2.194
H -1.049 1.811 -0.977
H 0.684 -2.628 0.674
```

Net charge = -1
E_HOMO (spin up / spin down) = 1.8202 / -4.1527 eV
HOMO-LUMO gap (spin up / spin down) = 1.72 / 8.12 eV
Lowest unoccupied orbital energy (spin up / spin down) = 3.5 / 4.0 eV
Multiplicity = 2

Charges per atom according to natural (NBO) partitioning, unit e:
1. O -1.048
2. N -0.989
3. C -0.647
4. C -0.069
5. C -0.976
6. C -0.139
7. H 0.446
8. H 0.202
9. H 0.167
10. H 0.345
11. H 0.216
12. H 0.473
13. H 0.208
14. H 0.206
15. H 0.181
16. H 0.188
17. H 0.238

--- C ---
Molecular formula: C4H11NO
Method: DFT, ωB97M-V/def2-TZVPD

Structure (XYZ):
```
17
C4H11NO | the Open Molecules 2025 dataset | ωB97M-V/def2-TZVPD
O -1.671 2.804 6.158
N -0.222 -1.580 -0.530
C -0.923 -0.912 -1.582
C 1.229 0.160 -1.459
C 0.081 -0.118 -2.446
C 0.993 -0.730 -0.227
H -1.667 -0.202 -1.225
H 1.840 -1.420 -0.094
H 1.300 1.207 -1.169
H 0.746 -0.202 0.694
H 0.199 -2.423 -0.914
H -0.722 2.901 6.306
H 0.381 -0.712 -3.307
H -1.956 2.014 6.634
H 2.221 -0.073 -1.855
H -0.330 0.852 -2.722
H -1.497 -1.565 -2.260
```

Net charge = -1
E_HOMO (spin up / spin down) = 1.4715 / -6.1076 eV
HOMO-LUMO gap (spin up / spin down) = 1.80 / 9.84 eV
Lowest unoccupied orbital energy (spin up / spin down) = 3.3 / 3.7 eV
Multiplicity = 2

Charges per atom according to natural (NBO) partitioning, unit e:
1. O -1.235
2. N -0.626
3. C -0.281
4. C -0.503
5. C -0.482
6. C -0.467
7. H 0.176
8. H 0.174
9. H 0.201
10. H 0.193
11. H 0.333
12. H 0.365
13. H 0.190
14. H 0.390
15. H 0.194
16. H 0.199
17. H 0.180

Among the structures above, stability is greatest for A.